1) Molecular formula: C36H38Cl2N5O2Si2Ti
Method: DFT, the ωB97M-V functional and the def2-TZVPD basis

Geometry (Å):
Ti: -0.695 0.218 0.102
Cl: -3.762 -5.161 4.075
Cl: 1.092 -3.066 2.990
Si: 0.551 2.248 -2.675
Si: -2.462 2.498 -2.058
O: -0.393 -1.352 1.148
O: -2.577 -0.209 0.260
N: 1.067 0.943 1.002
N: 2.320 0.793 0.643
N: -1.245 -0.944 -1.697
N: -1.311 1.537 1.668
N: 1.355 -0.613 -0.944
C: -3.372 -3.118 2.346
C: -2.494 2.278 1.929
C: -0.947 1.359 -1.948
C: -1.261 0.063 -2.585
C: 0.927 1.291 2.353
C: -2.398 3.672 2.045
C: 1.690 1.514 4.613
C: 1.562 -1.583 -1.849
C: -0.635 1.878 4.058
C: -2.773 -3.997 3.213
C: -4.751 3.868 2.502
C: -1.649 -2.174 -1.995
C: -4.078 1.729 -1.498
C: -0.388 1.618 2.701
C: -2.983 2.993 -3.821
C: 0.390 1.830 4.989
C: -3.201 -1.211 0.814
C: 1.455 3.292 -1.406
C: -3.503 4.456 2.324
C: -1.576 -0.233 -3.921
C: -4.856 2.489 2.421
C: -2.591 -2.162 1.650
C: 2.453 -0.027 -0.419
C: 1.736 1.046 -3.520
C: -1.960 -1.517 -4.256
C: -2.086 4.089 -1.136
C: 0.218 3.496 -4.064
C: -0.627 -3.072 2.743
C: -1.173 -2.171 1.833
C: 2.801 -1.973 -2.300
C: -1.402 -3.991 3.445
C: -2.030 -2.508 -3.279
C: 3.759 -0.324 -0.871
C: 3.931 -1.304 -1.809
C: -3.742 1.701 2.151
C: 1.958 1.235 3.281
H: -4.307 0.870 -2.142
H: -1.401 3.906 -0.306
H: -2.998 4.527 -0.719
H: 0.894 4.217 -1.241
H: -0.279 3.074 -4.942
H: -0.944 -4.681 4.138
H: -2.987 2.152 -4.524
H: -3.390 5.532 2.396
H: 2.105 1.515 -4.439
H: 4.923 -1.565 -2.155
H: -4.026 3.325 -3.733
H: 1.609 2.808 -0.439
H: -5.622 4.477 2.712
H: -1.425 4.130 1.906
H: -4.120 1.406 -0.466
H: -2.417 3.805 -4.268
H: -0.337 4.379 -3.743
H: 0.684 -2.071 -2.244
H: -2.351 -3.514 -3.512
H: -1.526 0.550 -4.668
H: -1.636 -2.892 -1.183
H: 1.263 0.101 -3.803
H: 2.946 0.954 2.949
H: -4.447 -3.135 2.210
H: 2.437 3.572 -1.808
H: -1.628 4.826 -1.803
H: 1.215 3.834 -4.379
H: -4.854 2.485 -1.669
H: -3.841 0.626 2.142
H: -4.275 -1.260 0.642
H: -1.641 2.124 4.374
H: 4.584 0.210 -0.421
H: 2.605 0.806 -2.899
H: -5.816 2.009 2.581
H: 2.876 -2.770 -3.027
H: 0.160 2.028 6.031
H: -2.216 -1.750 -5.283
H: 2.481 1.456 5.351

Results
Expectation value of S²: 2.052
E_HOMO (alpha / beta): -3.2 / -4.4 eV
LUMO energy (alpha / beta): 0.0914 / 0.0647 hartree
Multiplicity: 3
Charge: -1
Orbital gap (alpha / beta): 0.2086 / 0.2256 Eh

Taken from the Löwdin analysis, the atomic charges in e are: number 1, Ti, carries 1.143; number 2, Cl, carries 0.604; number 3, Cl, carries 0.685; number 4, Si, carries 0.464; number 5, Si, carries 0.473; number 6, O, carries -0.194; number 7, O, carries -0.256; number 8, N, carries -0.089; number 9, N, carries 0.058; number 10, N, carries -0.020; number 11, N, carries -0.015; number 12, N, carries 0.086; number 13, C, carries -0.080; number 14, C, carries -0.284; number 15, C, carries -0.373; number 16, C, carries -0.403; number 17, C, carries -0.218; number 18, C, carries -0.062; number 19, C, carries -0.117; number 20, C, carries -0.138; number 21, C, carries -0.024; number 22, C, carries -0.684; number 23, C, carries -0.113; number 24, C, carries -0.115; number 25, C, carries -0.162; number 26, C, carries -0.244; number 27, C, carries -0.181; number 28, C, carries -0.111; number 29, C, carries -0.199; number 30, C, carries -0.164; number 31, C, carries -0.098; number 32, C, carries -0.027; number 33, C, carries -0.090; number 34, C, carries -0.151; number 35, C, carries -0.351; number 36, C, carries -0.158; number 37, C, carries -0.061; number 38, C, carries -0.163; number 39, C, carries -0.201; number 40, C, carries -0.586; number 41, C, carries -0.337; number 42, C, carries -0.082; number 43, C, carries -0.157; number 44, C, carries -0.062; number 45, C, carries -0.025; number 46, C, carries -0.090; number 47, C, carries -0.030; number 48, C, carries -0.031; number 49, H, carries 0.041; number 50, H, carries 0.009; number 51, H, carries 0.034; number 52, H, carries 0.023; number 53, H, carries 0.026; number 54, H, carries 0.092; number 55, H, carries 0.017; number 56, H, carries 0.098; number 57, H, carries 0.031; number 58, H, carries 0.101; number 59, H, carries 0.026; number 60, H, carries 0.005; number 61, H, carries 0.090; number 62, H, carries 0.118; number 63, H, carries -0.001; number 64, H, carries 0.005; number 65, H, carries 0.011; number 66, H, carries 0.097; number 67, H, carries 0.098; number 68, H, carries 0.105; number 69, H, carries 0.129; number 70, H, carries 0.022; number 71, H, carries 0.096; number 72, H, carries 0.106; number 73, H, carries 0.036; number 74, H, carries 0.025; number 75, H, carries 0.029; number 76, H, carries 0.033; number 77, H, carries 0.094; number 78, H, carries 0.124; number 79, H, carries 0.107; number 80, H, carries 0.109; number 81, H, carries 0.016; number 82, H, carries 0.098; number 83, H, carries 0.097; number 84, H, carries 0.092; number 85, H, carries 0.103; number 86, H, carries 0.087



2) Molecular formula: C36H38Cl2N5O2Si2Ti
Method: DFT, the ωB97M-V functional and the def2-TZVPD basis

Geometry (Å):
Ti: 0.214 -0.513 0.306
Cl: 1.953 -3.856 3.159
Cl: -2.926 -5.907 4.213
Si: 1.465 1.533 -2.491
Si: -1.536 1.772 -1.878
O: -1.681 -0.924 0.456
O: 0.490 -2.097 1.346
N: 3.243 0.012 0.887
N: -0.346 -1.664 -1.502
N: -0.388 0.798 1.854
N: 2.259 -1.349 -0.726
N: 1.990 0.189 1.233
C: -0.339 -0.659 -2.394
C: 2.454 -2.312 -1.642
C: 2.399 2.550 -1.219
C: -3.877 3.017 2.785
C: -0.760 -2.890 -1.801
C: 1.100 2.810 -3.848
C: -1.594 1.503 2.126
C: 2.573 0.839 4.835
C: 4.830 -2.108 -1.560
C: -1.032 -2.237 -4.069
C: -3.124 1.064 -1.171
C: 4.672 -1.133 -0.614
C: -1.546 2.901 2.207
C: -0.299 -2.915 2.018
C: -3.929 1.633 2.752
C: 2.860 0.528 3.514
C: 0.255 1.200 4.242
C: -2.666 3.649 2.525
C: 0.234 -3.838 2.913
C: -1.107 3.431 -1.108
C: 3.688 -2.734 -2.076
C: -2.139 2.133 -3.648
C: -2.314 -1.925 1.001
C: -1.127 -3.225 -3.090
C: -0.553 -4.758 3.602
C: -2.800 0.883 2.442
C: -2.511 -3.847 2.514
C: -1.719 -2.890 1.831
C: -0.026 0.634 -1.758
C: 0.523 0.908 2.896
C: 3.369 -0.803 -0.178
C: -1.923 -4.744 3.369
C: 1.270 1.170 5.186
C: 1.841 0.569 2.571
C: 2.636 0.364 -3.398
C: -0.639 -0.956 -3.733
H: -3.116 0.846 -0.110
H: -3.911 1.799 -1.379
H: 2.088 3.172 -4.163
H: 1.571 -2.773 -2.056
H: -0.763 -3.606 -0.987
H: 5.505 -0.627 -0.146
H: 3.361 2.857 -1.647
H: -1.457 -4.227 -3.324
H: 1.027 1.394 6.220
H: -3.389 -1.962 0.825
H: 3.750 -3.524 -2.813
H: 3.502 0.083 -2.794
H: -0.103 -5.463 4.286
H: -1.576 2.887 -4.194
H: 0.605 2.399 -4.732
H: -2.203 1.235 -4.272
H: -2.852 -0.195 2.477
H: -3.380 0.145 -1.713
H: 3.851 0.234 3.203
H: -4.856 1.120 2.984
H: -0.753 1.456 4.540
H: -3.586 -3.851 2.375
H: 3.010 0.876 -4.292
H: -1.278 -2.471 -5.098
H: 2.594 2.040 -0.276
H: -0.675 4.109 -1.852
H: -4.760 3.596 3.028
H: -3.166 2.503 -3.536
H: 1.832 3.462 -1.004
H: -0.572 -0.177 -4.482
H: 5.819 -2.395 -1.894
H: -2.593 4.730 2.568
H: -0.598 3.391 2.019
H: -0.386 3.307 -0.300
H: 3.352 0.795 5.585
H: 0.533 3.676 -3.504
H: 2.151 -0.558 -3.731
H: -1.996 3.910 -0.687

Results
Expectation value of S²: 2.052
E_HOMO (alpha / beta): -3.2 / -4.4 eV
LUMO energy (alpha / beta): 0.0916 / 0.0650 hartree
Multiplicity: 3
Charge: -1
Orbital gap (alpha / beta): 0.2077 / 0.2279 Eh

Taken from the Löwdin analysis, the atomic charges in e are: number 1, Ti, carries 1.145; number 2, Cl, carries 0.684; number 3, Cl, carries 0.604; number 4, Si, carries 0.465; number 5, Si, carries 0.473; number 6, O, carries -0.256; number 7, O, carries -0.193; number 8, N, carries 0.057; number 9, N, carries -0.021; number 10, N, carries -0.019; number 11, N, carries 0.087; number 12, N, carries -0.083; number 13, C, carries -0.405; number 14, C, carries -0.135; number 15, C, carries -0.162; number 16, C, carries -0.111; number 17, C, carries -0.115; number 18, C, carries -0.200; number 19, C, carries -0.289; number 20, C, carries -0.117; number 21, C, carries -0.089; number 22, C, carries -0.060; number 23, C, carries -0.161; number 24, C, carries -0.022; number 25, C, carries -0.052; number 26, C, carries -0.340; number 27, C, carries -0.088; number 28, C, carries -0.030; number 29, C, carries -0.022; number 30, C, carries -0.094; number 31, C, carries -0.588; number 32, C, carries -0.167; number 33, C, carries -0.082; number 34, C, carries -0.177; number 35, C, carries -0.202; number 36, C, carries -0.062; number 37, C, carries -0.158; number 38, C, carries -0.035; number 39, C, carries -0.080; number 40, C, carries -0.153; number 41, C, carries -0.372; number 42, C, carries -0.240; number 43, C, carries -0.348; number 44, C, carries -0.686; number 45, C, carries -0.110; number 46, C, carries -0.218; number 47, C, carries -0.159; number 48, C, carries -0.032; number 49, H, carries 0.000; number 50, H, carries 0.033; number 51, H, carries 0.029; number 52, H, carries 0.096; number 53, H, carries 0.129; number 54, H, carries 0.108; number 55, H, carries 0.036; number 56, H, carries 0.098; number 57, H, carries 0.092; number 58, H, carries 0.125; number 59, H, carries 0.096; number 60, H, carries 0.017; number 61, H, carries 0.092; number 62, H, carries 0.008; number 63, H, carries 0.025; number 64, H, carries 0.016; number 65, H, carries 0.098; number 66, H, carries 0.042; number 67, H, carries 0.096; number 68, H, carries 0.098; number 69, H, carries 0.107; number 70, H, carries 0.106; number 71, H, carries 0.030; number 72, H, carries 0.103; number 73, H, carries 0.004; number 74, H, carries 0.018; number 75, H, carries 0.090; number 76, H, carries 0.026; number 77, H, carries 0.023; number 78, H, carries 0.107; number 79, H, carries 0.100; number 80, H, carries 0.097; number 81, H, carries 0.117; number 82, H, carries 0.010; number 83, H, carries 0.088; number 84, H, carries 0.007; number 85, H, carries 0.022; number 86, H, carries 0.033



Stability check: which of them is most stable? 2).



1) Molecular formula: C2H29O13
Method: DFT, the ωB97M-V functional and the def2-TZVPD basis

Geometry (Å):
O: 0.742 3.326 -0.958
O: 2.304 -3.429 1.732
O: 2.696 0.586 -2.559
O: 0.059 -0.059 3.988
O: 2.464 -0.747 2.073
O: -2.511 3.074 -1.444
O: -1.467 0.243 -2.793
O: 0.259 -1.565 -4.345
O: 1.672 0.792 -0.029
O: -3.052 1.107 0.983
O: -2.794 -1.186 -0.555
O: 0.964 1.843 2.260
O: -1.857 -1.585 2.304
C: 0.496 -0.023 -0.129
C: 2.284 -3.141 0.320
H: -2.242 -1.270 1.526
H: 0.084 2.335 2.165
H: -3.742 -1.338 -0.476
H: 2.258 0.539 -1.701
H: 2.257 -4.172 -0.137
H: -0.609 -0.509 3.482
H: 1.244 1.614 1.308
H: 3.410 -0.605 2.058
H: 2.011 0.915 -3.122
H: 0.409 0.502 3.243
H: -0.588 0.645 -0.124
H: 0.869 3.851 -0.337
H: -0.781 0.904 -2.828
H: -1.229 -0.133 -1.793
H: 1.944 -0.290 1.251
H: 0.481 -0.635 -3.937
H: -2.967 2.393 -0.789
H: -2.940 -0.473 0.116
H: 0.239 -0.444 -0.999
H: -1.243 -2.267 1.908
H: 3.341 -2.636 0.242
H: -0.369 -1.429 -5.060
H: 2.207 -1.562 1.987
H: 0.428 -0.654 0.809
H: -3.536 0.831 1.824
H: 1.556 -2.544 -0.148
H: -3.850 1.545 0.584
H: -1.643 3.221 -1.196
H: 0.761 2.409 -0.699

Results
E_HOMO: -3.6 eV
LUMO energy: 0.0558 hartree
Charge: -1
Orbital gap: 0.1889 Eh

Taken from the Löwdin analysis, the atomic charges in e are: number 1, O, carries 0.061; number 2, O, carries -0.485; number 3, O, carries -0.053; number 4, O, carries -0.099; number 5, O, carries 0.261; number 6, O, carries -0.066; number 7, O, carries -0.119; number 8, O, carries -0.108; number 9, O, carries -0.381; number 10, O, carries -0.083; number 11, O, carries -0.064; number 12, O, carries -0.125; number 13, O, carries -0.043; number 14, C, carries -0.229; number 15, C, carries -0.354; number 16, H, carries -0.057; number 17, H, carries 0.088; number 18, H, carries 0.052; number 19, H, carries -0.028; number 20, H, carries 0.055; number 21, H, carries -0.038; number 22, H, carries 0.000; number 23, H, carries 0.167; number 24, H, carries -0.004; number 25, H, carries -0.018; number 26, H, carries 0.116; number 27, H, carries -0.098; number 28, H, carries -0.001; number 29, H, carries 0.074; number 30, H, carries 0.127; number 31, H, carries 0.057; number 32, H, carries 0.067; number 33, H, carries -0.011; number 34, H, carries -0.004; number 35, H, carries 0.099; number 36, H, carries 0.072; number 37, H, carries 0.016; number 38, H, carries -0.054; number 39, H, carries 0.079; number 40, H, carries 0.110; number 41, H, carries -0.003; number 42, H, carries 0.077; number 43, H, carries -0.052; number 44, H, carries -0.002



2) Molecular formula: C2H29O13
Method: DFT, the ωB97M-V functional and the def2-TZVPD basis

Geometry (Å):
O: 1.530 0.947 2.424
O: -0.755 -0.426 4.113
O: 0.917 1.868 -3.089
O: 0.554 -1.602 1.258
O: 0.656 3.049 3.720
O: -0.874 -0.971 -1.059
O: -0.025 -3.765 -1.140
O: -1.204 -1.055 -3.818
O: -2.606 -0.985 2.128
O: 3.150 0.399 0.202
O: -2.998 -2.631 -1.295
O: 1.575 -0.481 -1.760
O: 2.686 2.795 -0.908
C: -0.639 1.253 0.078
C: -1.440 0.346 -0.868
H: -0.224 -2.817 -1.065
H: 0.181 1.657 -3.655
H: -0.224 -1.197 3.948
H: -2.627 -1.845 1.727
H: 0.910 -3.845 -1.335
H: 1.338 1.111 -2.650
H: -1.178 -0.257 -4.310
H: 1.985 -0.294 -0.939
H: -0.258 2.894 3.768
H: -1.003 2.282 0.097
H: 2.198 0.456 2.942
H: 0.959 2.293 3.099
H: -2.414 0.125 -0.423
H: 0.868 0.344 2.141
H: -2.805 -0.475 1.356
H: -3.264 -2.620 -2.243
H: 3.065 1.226 -0.301
H: -1.389 -0.452 3.420
H: -0.310 -1.369 0.871
H: -1.531 0.786 -1.894
H: -1.145 -0.717 -2.933
H: 0.400 -1.899 2.142
H: 1.945 2.463 -1.357
H: -2.247 -2.046 -1.160
H: -0.560 0.874 1.109
H: 0.399 1.209 -0.330
H: 0.672 -0.691 -1.499
H: 2.638 0.598 0.951
H: 3.104 3.450 -1.474

Results
E_HOMO: -5.8 eV
LUMO energy: 0.0996 hartree
Charge: -1
Orbital gap: 0.3139 Eh

Taken from the Löwdin analysis, the atomic charges in e are: number 1, O, carries -0.043; number 2, O, carries -0.033; number 3, O, carries -0.069; number 4, O, carries -0.032; number 5, O, carries -0.105; number 6, O, carries -0.408; number 7, O, carries -0.074; number 8, O, carries -0.031; number 9, O, carries -0.014; number 10, O, carries -0.047; number 11, O, carries -0.099; number 12, O, carries -0.061; number 13, O, carries -0.013; number 14, C, carries -0.066; number 15, C, carries -0.346; number 16, H, carries -0.016; number 17, H, carries 0.018; number 18, H, carries 0.012; number 19, H, carries 0.058; number 20, H, carries 0.025; number 21, H, carries -0.001; number 22, H, carries -0.003; number 23, H, carries -0.040; number 24, H, carries -0.023; number 25, H, carries 0.082; number 26, H, carries 0.111; number 27, H, carries 0.006; number 28, H, carries 0.077; number 29, H, carries -0.014; number 30, H, carries 0.021; number 31, H, carries 0.046; number 32, H, carries 0.001; number 33, H, carries -0.037; number 34, H, carries 0.016; number 35, H, carries 0.100; number 36, H, carries -0.039; number 37, H, carries 0.012; number 38, H, carries -0.024; number 39, H, carries -0.051; number 40, H, carries 0.045; number 41, H, carries 0.059; number 42, H, carries -0.035; number 43, H, carries -0.036; number 44, H, carries 0.070



Stability check: which of them is most stable? 2).